Entry 1:
{
  "formula": "C6H12OSi",
  "method": "wB97M-V/def2-TZVPD",
  "elements": ["C", "C", "C", "C", "C", "C", "O", "Si", "H", "H", "H", "H", "H", "H", "H", "H", "H", "H", "H", "H"],
  "xyz": [[2.080, -0.119, 0.674], [1.717, 0.966, -0.370], [1.293, -1.395, 0.318], [0.220, 1.409, -0.269], [-0.166, -1.080, 0.045], [-0.655, 0.197, -0.351], [-0.541, -0.787, -1.306], [-3.788, 0.084, -0.011], [3.162, -0.281, 0.397], [1.909, 0.183, 1.732], [2.483, 1.758, -0.135], [2.023, 0.441, -1.248], [1.748, -1.707, -0.621], [1.391, -2.183, 1.045], [-0.030, 1.987, 0.681], [0.051, 2.175, -1.112], [-0.889, -1.742, 0.474], [-4.214, -0.402, -1.256], [-4.321, 1.459, 0.348], [-3.474, -0.966, 0.966]],
  "lowdin_charge": [-0.21, -0.20, -0.13, -0.14, -0.28, -0.27, 0.01, 0.68, 0.12, 0.12, 0.12, 0.10, 0.12, 0.10, 0.13, 0.13, 0.11, -0.19, -0.15, -0.16],
  "homo_energy_ha": [-0.2892, -0.2614],
  "spin_multiplicity": 1,
  "fmax_ev_per_a": 2.89,
  "energy_ev": -16336.13846,
  "de_lowest_kcal_mol": 144.9
}

Entry 2:
{
  "formula": "C29H46AlF16INO11",
  "method": "wB97M-V/def2-TZVPD",
  "elements": ["C", "C", "I", "C", "Al", "N", "C", "C", "C", "C", "O", "C", "C", "F", "H", "H", "H", "H", "H", "H", "H", "H", "H", "H", "H", "H", "H", "H", "H", "H", "H", "H", "H", "H", "H", "C", "C", "O", "C", "O", "C", "F", "F", "F", "H", "H", "H", "H", "H", "C", "C", "O", "C", "O", "C", "F", "F", "F", "H", "H", "H", "H", "H", "C", "C", "O", "C", "O", "C", "F", "F", "F", "H", "H", "H", "H", "H", "C", "C", "O", "C", "O", "C", "F", "F", "F", "H", "H", "H", "H", "H", "C", "C", "O", "C", "O", "C", "F", "F", "F", "H", "H", "H", "H", "H"],
  "xyz": [[-0.893, 1.838, 1.228], [-0.967, 2.134, -0.314], [1.103, 1.875, -1.096], [-1.848, 1.116, -1.078], [-3.812, 1.054, -0.441], [-4.868, 1.372, -1.996], [-4.188, 2.282, 1.144], [-5.676, 2.695, 1.399], [-6.451, 3.271, 0.178], [-5.674, 4.307, -0.668], [-6.187, 4.242, -2.007], [-4.235, -0.883, 0.205], [-3.099, -1.896, -0.060], [-5.422, -1.306, -0.481], [0.155, 1.876, 1.551], [-1.449, 2.636, 1.739], [-1.304, 0.839, 1.435], [-1.229, 3.174, -0.543], [-1.846, 1.428, -2.145], [-1.331, 0.143, -1.028], [-5.779, 0.947, -1.858], [-4.404, 0.861, -2.743], [-3.507, 3.159, 1.093], [-3.867, 1.724, 2.055], [-5.649, 3.511, 2.159], [-6.281, 1.895, 1.863], [-6.852, 2.465, -0.457], [-7.348, 3.784, 0.583], [-4.584, 4.188, -0.633], [-5.950, 5.313, -0.294], [-5.468, 3.897, -2.531], [-4.425, -0.869, 1.298], [-2.898, -2.054, -1.128], [-2.174, -1.460, 0.368], [-3.226, -2.882, 0.428], [5.394, 1.479, 0.498], [4.429, 0.318, 0.384], [5.037, -0.900, 0.858], [5.010, -1.084, 2.171], [4.540, -0.332, 2.966], [5.639, -2.427, 2.522], [6.772, -2.647, 1.854], [4.817, -3.438, 2.234], [5.926, -2.513, 3.818], [6.329, 1.253, -0.018], [4.959, 2.379, 0.065], [5.643, 1.682, 1.541], [4.177, 0.150, -0.662], [3.498, 0.516, 0.913], [-5.029, -6.333, -4.710], [-4.883, -5.324, -3.590], [-3.500, -5.082, -3.296], [-2.890, -4.204, -4.086], [-3.396, -3.634, -5.001], [-1.451, -4.002, -3.628], [-0.841, -5.155, -3.342], [-1.402, -3.255, -2.531], [-0.712, -3.397, -4.553], [-4.489, -7.251, -4.470], [-6.079, -6.573, -4.875], [-4.612, -5.948, -5.642], [-5.324, -5.716, -2.675], [-5.395, -4.389, -3.821], [1.857, -3.309, -6.823], [0.769, -2.998, -7.829], [1.215, -2.020, -8.784], [1.933, -2.490, -9.797], [2.228, -3.632, -9.962], [2.296, -1.355, -10.750], [2.710, -0.269, -10.099], [1.243, -0.996, -11.488], [3.264, -1.705, -11.588], [2.207, -2.393, -6.344], [1.487, -3.988, -6.056], [2.720, -3.769, -7.306], [-0.091, -2.561, -7.323], [0.422, -3.899, -8.337], [4.765, -2.973, 6.475], [4.112, -1.775, 7.130], [4.316, -1.791, 8.555], [5.479, -1.310, 8.978], [6.344, -0.883, 8.279], [5.535, -1.347, 10.501], [5.083, -2.502, 10.991], [4.789, -0.374, 11.031], [6.772, -1.186, 10.955], [4.413, -3.899, 6.934], [4.538, -2.997, 5.416], [5.849, -2.946, 6.597], [3.034, -1.809, 6.976], [4.470, -0.839, 6.701], [3.131, 6.028, 3.825], [1.813, 5.939, 4.566], [0.718, 6.283, 3.706], [0.277, 5.299, 2.920], [0.731, 4.199, 2.893], [-0.912, 5.790, 2.099], [-0.699, 7.005, 1.588], [-2.010, 5.872, 2.852], [-1.194, 4.987, 1.086], [3.251, 7.015, 3.375], [3.965, 5.844, 4.503], [3.175, 5.297, 3.016], [1.796, 6.659, 5.383], [1.663, 4.950, 5.002]],
  "lowdin_charge": [-0.18, -0.74, 0.67, -0.31, 0.30, -0.05, -0.24, -0.27, -0.21, -0.27, -0.11, -0.36, -0.14, -0.16, 0.02, 0.04, 0.07, 0.05, 0.05, 0.03, -0.02, -0.02, 0.03, 0.05, 0.09, 0.10, 0.09, 0.10, 0.10, 0.11, 0.05, 0.08, 0.05, 0.06, 0.06, -0.06, -0.22, 0.04, -0.40, 0.17, -0.55, 0.17, 0.17, 0.15, 0.08, 0.08, 0.08, 0.11, 0.10, -0.06, -0.20, 0.04, -0.40, 0.18, -0.56, 0.17, 0.18, 0.16, 0.08, 0.08, 0.08, 0.13, 0.13, -0.06, -0.19, 0.04, -0.40, 0.17, -0.56, 0.17, 0.17, 0.17, 0.09, 0.07, 0.08, 0.12, 0.13, -0.06, -0.19, 0.03, -0.41, 0.18, -0.56, 0.17, 0.17, 0.17, 0.09, 0.06, 0.08, 0.13, 0.13, -0.06, -0.21, 0.03, -0.38, 0.18, -0.56, 0.17, 0.18, 0.17, 0.08, 0.08, 0.08, 0.12, 0.13],
  "homo_energy_ha": -0.1770,
  "spin_multiplicity": 1,
  "fmax_ev_per_a": 1.88,
  "energy_ev": -113013.36686,
  "charge": -1
}

Entry 3:
{
  "formula": "C21H33BFN9O6P",
  "method": "wB97M-V/def2-TZVPD",
  "elements": ["O", "P", "O", "O", "N", "C", "C", "F", "C", "C", "C", "C", "O", "C", "B", "O", "O", "N", "H", "H", "H", "H", "H", "H", "H", "H", "H", "H", "H", "H", "C", "C", "N", "H", "H", "H", "C", "C", "N", "H", "H", "H", "C", "C", "N", "H", "H", "H", "C", "C", "N", "H", "H", "H", "C", "C", "N", "H", "H", "H", "C", "C", "N", "H", "H", "H", "C", "C", "N", "H", "H", "H"],
  "xyz": [[-3.442, 3.467, 1.667], [-2.643, 3.998, 0.598], [-2.034, 5.433, 0.897], [-3.419, 4.146, -0.786], [-1.205, 3.003, 0.249], [-1.151, 2.174, -0.769], [-0.060, 1.399, -1.106], [-0.080, 0.593, -2.135], [1.054, 1.513, -0.299], [2.308, 0.745, -0.583], [3.441, 1.684, -1.118], [2.935, 2.948, -1.807], [4.107, 3.601, -2.304], [0.874, 2.414, 0.802], [2.114, 2.565, 1.843], [2.167, 1.835, 2.984], [3.091, 3.465, 1.512], [-0.174, 3.136, 1.090], [-1.132, 5.506, 0.554], [-2.744, 4.212, -1.484], [-2.053, 2.102, -1.397], [2.631, 0.137, 0.263], [2.075, 0.075, -1.413], [4.122, 1.172, -1.795], [4.025, 2.017, -0.259], [2.462, 3.657, -1.117], [2.304, 2.731, -2.679], [3.874, 4.087, -3.099], [2.370, 2.468, 3.690], [2.687, 4.199, 1.034], [-3.968, -0.450, -3.706], [-3.259, 0.786, -3.424], [-2.698, 1.764, -3.200], [-4.787, -0.603, -3.011], [-4.381, -0.445, -4.706], [-3.302, -1.309, -3.629], [4.429, -1.126, 3.154], [5.023, -1.137, 1.827], [5.472, -1.136, 0.771], [3.971, -0.161, 3.372], [3.656, -1.884, 3.251], [5.167, -1.321, 3.931], [-6.045, 5.429, 0.613], [-7.267, 6.132, 0.971], [-8.230, 6.687, 1.252], [-5.862, 5.480, -0.460], [-5.180, 5.861, 1.117], [-6.097, 4.377, 0.889], [2.659, -4.897, 2.149], [3.333, -4.495, 3.373], [3.865, -4.169, 4.337], [2.810, -5.954, 1.939], [1.588, -4.726, 2.206], [3.032, -4.339, 1.290], [-1.294, -5.950, 3.157], [-0.685, -5.954, 1.834], [-0.205, -5.957, 0.793], [-1.753, -4.987, 3.376], [-2.067, -6.713, 3.234], [-0.552, -6.150, 3.930], [-7.393, -0.101, -6.558], [-6.902, -0.758, -5.356], [-6.518, -1.276, -4.407], [-7.341, 0.983, -6.462], [-6.807, -0.388, -7.430], [-8.431, -0.367, -6.753], [6.660, -6.722, 2.423], [5.427, -7.175, 1.799], [4.454, -7.532, 1.306], [7.189, -7.550, 2.892], [7.329, -6.272, 1.690], [6.459, -5.977, 3.193]],
  "lowdin_charge": [-0.18, 0.45, -0.06, -0.08, -0.09, 0.04, -0.18, 0.16, -0.05, -0.07, -0.12, -0.25, -0.05, -0.05, -0.60, 0.20, 0.20, 0.17, 0.09, 0.09, 0.08, 0.13, 0.13, 0.13, 0.11, 0.10, 0.13, 0.09, 0.14, 0.11, -0.07, -0.20, 0.13, 0.07, 0.06, 0.10, -0.07, -0.28, 0.13, 0.06, 0.05, 0.09, -0.09, -0.28, 0.14, 0.08, 0.07, 0.08, -0.08, -0.28, 0.14, 0.05, 0.04, 0.09, -0.07, -0.29, 0.14, 0.08, 0.09, 0.08, -0.06, -0.24, 0.14, 0.09, 0.09, 0.09, -0.06, -0.27, 0.14, 0.09, 0.09, 0.08],
  "homo_energy_ha": -0.4842,
  "spin_multiplicity": 1,
  "fmax_ev_per_a": 2.67,
  "energy_ev": -60685.70184,
  "charge": 1
}